# 1
Molecular formula: C25H47Br2CrNO3Si2
Method: DFT, the ωB97M-V functional and the def2-TZVPD basis

Each line ends with the Löwdin charge.
Element x y z (Å)
O (2.2634, 0.3782, -0.2489)  -0.35
O (0.4522, -4.8571, -2.1689)  -0.17
C (2.5419, 0.6686, -1.7140)  -0.16
C (3.9462, 1.1845, -1.8854)  -0.04
H (1.7806, 1.4040, -2.0100)  0.13
H (2.3919, -0.2825, -2.2200)  0.11
H (4.0969, 2.1329, -1.3627)  0.10
H (4.1312, 1.3693, -2.9473)  0.10
H (4.6934, 0.4635, -1.5476)  0.08
C (2.5826, -1.0343, 0.1909)  -0.16
C (3.3378, -1.8735, -0.8113)  -0.05
H (1.6051, -1.4774, 0.4273)  0.12
H (3.1636, -0.9181, 1.1192)  0.12
H (2.6586, -2.2748, -1.5728)  0.09
H (3.7719, -2.7453, -0.3034)  0.11
H (4.1518, -1.3270, -1.3011)  0.07
C (-0.3819, -4.7779, -1.0140)  -0.29
C (-0.2363, -4.5307, -3.3727)  -0.29
C (0.3910, -5.3018, 0.1848)  -0.08
H (-1.2958, -5.3960, -1.1249)  0.13
H (-0.7000, -3.7313, -0.8469)  0.10
H (0.6848, -6.3413, 0.0053)  0.08
H (-0.2334, -5.2702, 1.0783)  0.08
H (1.2944, -4.7156, 0.3847)  0.06
C (0.5310, -5.0576, -4.5764)  -0.08
H (-0.3268, -3.4311, -3.4412)  0.11
H (-1.2546, -4.9651, -3.3978)  0.12
H (1.5936, -4.7993, -4.5494)  0.08
H (0.1074, -4.6467, -5.4943)  0.08
H (0.4334, -6.1485, -4.6178)  0.08
H (-2.5943, -0.9420, -0.2231)  0.01
Cr (1.1825, 1.6348, 0.6143)  0.91
C (-2.4435, -1.2828, -1.2352)  -0.20
Si (-3.5083, -0.2135, -2.3572)  0.47
H (-1.3709, -1.2590, -1.4697)  0.01
H (-2.8037, -2.3244, -1.2794)  0.03
C (-2.8027, -0.0980, -4.0956)  -0.18
C (-3.6010, 1.5169, -1.6050)  -0.19
C (-5.1820, -1.0841, -2.2919)  -0.18
C (2.6509, 2.0958, 2.0027)  -0.23
Si (2.2585, 0.9451, 3.4183)  0.43
H (2.5106, 3.1537, 2.3081)  0.04
H (3.6485, 2.0201, 1.5292)  0.04
C (3.7955, 0.0539, 4.0261)  -0.17
C (1.0409, -0.3844, 2.8729)  -0.18
C (1.4687, 1.8931, 4.8333)  -0.16
H (-5.0178, -2.1602, -2.1235)  0.03
H (-5.7394, -0.9433, -3.2285)  0.03
H (-5.7855, -0.6959, -1.4567)  0.03
H (-2.1261, 0.7659, -4.1772)  0.03
H (-3.6173, 0.0280, -4.8238)  0.03
H (-2.2392, -1.0090, -4.3456)  0.02
H (-2.6762, 2.0840, -1.7918)  0.02
H (-3.7503, 1.4774, -0.5159)  0.02
H (-4.4475, 2.0725, -2.0354)  0.04
H (1.5520, -1.3541, 2.8996)  0.05
H (0.5965, -0.2833, 1.8607)  -0.01
H (0.2131, -0.3996, 3.5913)  0.05
H (1.5451, 1.2912, 5.7522)  0.04
H (0.4086, 2.1085, 4.6340)  0.02
H (1.9931, 2.8474, 4.9871)  0.05
H (3.7506, -0.0233, 5.1234)  0.04
H (4.6931, 0.6168, 3.7366)  0.04
H (3.8507, -0.9568, 3.5964)  0.03
Br (0.2719, 6.5069, -1.1634)  0.80
C (-0.4743, 5.5782, 0.3032)  -0.59
C (-1.4620, 6.1975, 1.0747)  -0.15
C (-2.1038, 5.5039, 2.0948)  -0.57
Br (-3.3944, 6.4493, 3.1937)  0.76
C (-1.8707, 4.1228, 2.2937)  -0.19
C (-2.6324, 3.3039, 3.1414)  0.01
C (-2.4446, 1.9389, 3.0815)  -0.02
C (-1.4547, 1.4017, 2.2482)  -0.10
N (-0.6155, 2.1778, 1.5359)  0.02
C (-0.8466, 3.5187, 1.5199)  -0.14
C (-0.0506, 4.2330, 0.5623)  -0.39
O (0.9376, 3.6138, 0.0115)  -0.15
H (-1.7432, 7.2256, 0.8833)  0.10
H (-3.3732, 3.7684, 3.7831)  0.09
H (-3.0399, 1.2526, 3.6722)  0.12
H (-1.3326, 0.3179, 2.1720)  0.10

Computed properties:
2S+1: 4
max |F|: 4.344 eV/A
net charge: +1
gap between HOMO and LUMO (alpha / beta): 6.39 / 6.82 eV
lowest unoccupied orbital energy (alpha / beta): -3.96 / -3.59 eV
molecular weight: 677.63 g mol⁻¹
total energy: -218576.491 eV



# 2
Molecular formula: C25H47Cl2N4O15
Method: DFT, the ωB97M-V functional and the def2-TZVPD basis

Each line ends with the Löwdin charge.
Element x y z (Å)
C (-22.0604, 7.6860, -13.1124)  -0.03
C (-23.1218, 8.4364, -13.9527)  -0.74
O (-23.1013, 9.6957, -13.9882)  -0.07
O (-23.9286, 7.6855, -14.5660)  -0.08
H (-21.0825, 8.1602, -13.2082)  0.04
H (-22.1326, 6.6743, -13.4905)  0.05
H (-22.3457, 7.6819, -12.0553)  0.01
C (-24.3765, 4.5157, -12.7208)  -0.08
C (-23.1747, 3.7515, -13.2768)  -0.10
O (-22.1288, 4.0341, -12.3255)  0.06
C (-22.6880, 4.4400, -11.1715)  -0.59
O (-22.1202, 4.6010, -10.1339)  0.12
O (-24.0043, 4.6708, -11.3290)  0.05
H (-25.3172, 3.9780, -12.7709)  0.13
H (-24.4640, 5.4935, -13.2035)  0.12
H (-22.8812, 4.0896, -14.2677)  0.13
H (-23.3374, 2.6702, -13.3060)  0.12
C (-20.5808, 10.8779, -11.0406)  -0.13
C (-19.5338, 10.8011, -9.9154)  -0.11
O (-18.7912, 12.0335, -10.0920)  0.05
C (-19.0574, 12.5567, -11.3020)  -0.58
O (-18.4929, 13.4774, -11.7822)  0.17
O (-20.0473, 11.8657, -11.9116)  0.04
H (-21.5847, 11.1182, -10.6942)  0.12
H (-20.6308, 9.9102, -11.5353)  0.09
H (-18.8467, 9.9758, -10.0671)  0.12
H (-19.9935, 10.8884, -8.9394)  0.09
C (-20.7914, 11.1961, -14.8483)  -0.09
C (-21.0406, 10.4134, -16.1377)  -0.11
O (-20.1337, 11.0161, -17.0782)  0.04
C (-19.0848, 11.5118, -16.3774)  -0.60
O (-18.0294, 11.7914, -16.8539)  0.14
O (-19.4158, 11.6353, -15.0838)  0.06
H (-20.6788, 10.4854, -14.0405)  0.09
H (-21.5033, 11.9661, -14.5825)  0.12
H (-22.0486, 10.4433, -16.5402)  0.12
H (-20.8218, 9.3474, -16.0028)  0.12
C (-24.9717, 8.1477, -9.9996)  0.01
C (-25.3974, 9.5445, -10.3933)  -0.54
O (-25.6319, 9.8244, -11.5501)  0.08
N (-25.4924, 10.4775, -9.3948)  -0.01
C (-25.8508, 11.8543, -9.6854)  -0.07
H (-24.6172, 8.1039, -8.9649)  0.05
H (-24.2081, 7.7742, -10.6720)  0.06
H (-25.8546, 7.5120, -10.0810)  0.09
H (-25.4650, 10.1866, -8.4353)  0.12
H (-25.6027, 12.1022, -10.7137)  0.06
H (-25.2524, 12.5152, -9.0528)  0.08
H (-26.9148, 12.0054, -9.4959)  0.08
C (-26.3419, 14.9736, -13.5794)  -0.01
C (-25.4837, 13.7941, -13.1578)  -0.57
O (-25.9305, 12.6730, -13.2038)  0.06
N (-24.2352, 14.0845, -12.7141)  0.01
C (-23.2248, 13.1086, -12.3133)  -0.06
H (-25.7318, 15.7907, -13.9722)  0.07
H (-26.8767, 15.3460, -12.7016)  0.08
H (-27.0857, 14.6235, -14.2836)  0.08
H (-23.9574, 15.0486, -12.7553)  0.12
H (-23.5638, 12.0838, -12.4541)  0.08
H (-22.9344, 13.2520, -11.2666)  0.08
H (-22.3386, 13.3571, -12.8994)  0.07
C (-23.0060, 7.1630, -17.8174)  -0.01
C (-23.5646, 8.5541, -18.0660)  -0.57
O (-24.5962, 8.8942, -17.5531)  0.08
N (-22.8209, 9.3046, -18.9297)  -0.01
C (-23.1948, 10.6016, -19.4215)  -0.08
H (-22.4691, 6.7747, -18.6916)  0.07
H (-23.8231, 6.4674, -17.6465)  0.08
H (-22.3689, 7.1189, -16.9320)  0.06
H (-21.9154, 8.9389, -19.1615)  0.12
H (-23.4677, 10.5926, -20.4788)  0.07
H (-22.3815, 11.3157, -19.2726)  0.08
H (-24.0443, 10.9509, -18.8364)  0.09
C (-18.2302, 7.0870, -15.0002)  0.01
C (-18.4408, 5.7776, -15.7270)  -0.54
O (-17.6656, 4.8373, -15.6231)  0.03
N (-19.5160, 5.7518, -16.5674)  0.00
C (-19.8425, 4.6282, -17.3933)  -0.09
H (-17.6199, 6.9136, -14.1211)  0.08
H (-19.1866, 7.5291, -14.7064)  0.06
H (-17.7453, 7.8199, -15.6480)  0.09
H (-19.9867, 6.6240, -16.7369)  0.11
H (-19.3740, 4.6493, -18.3794)  0.08
H (-20.9250, 4.5512, -17.5118)  0.07
H (-19.5562, 3.7005, -16.9004)  0.08
Cl (-21.1242, 7.7895, -9.6582)  0.68
C (-21.9184, 7.2623, -8.1768)  -0.66
C (-21.1533, 7.6513, -6.9460)  -0.61
Cl (-21.2722, 9.4362, -6.6505)  0.51
H (-21.9524, 6.1724, -8.1960)  0.07
H (-22.9281, 7.6572, -8.1227)  0.04
H (-20.0912, 7.4542, -7.0271)  0.06
H (-21.6073, 7.2107, -6.0642)  0.07

Computed properties:
2S+1: 1
max |F|: 1.981 eV/A
net charge: -1
gap between HOMO and LUMO: 7.13 eV
lowest unoccupied orbital energy: 2.15 eV
molecular weight: 714.57 g mol⁻¹
total energy: -88409.249 eV



# 3
Molecular formula: C25H47Cl2N5O4PS2
Method: DFT, the ωB97M-V functional and the def2-TZVPD basis

Each line ends with the Löwdin charge.
Element x y z (Å)
C (-2.3144, 5.1361, 1.8848)  -0.18
C (-3.8448, 4.8371, 2.3913)  -0.26
C (-4.3560, 3.2928, 2.1772)  -0.23
C (-3.5169, 2.1928, 3.0710)  -0.22
C (-3.5750, 0.6813, 2.4379)  -0.20
C (-2.4996, -0.2781, 3.2786)  -0.19
C (-0.9401, -0.0409, 2.8793)  -0.12
C (-0.5072, -0.6016, 1.3566)  -0.33
C (-1.2068, -2.0776, 1.0959)  -0.04
C (-0.4032, -3.5318, 1.3063)  -0.03
C (-1.1088, -5.0112, 1.0976)  -0.06
C (-2.6819, -5.1590, 0.6514)  -0.05
C (-3.5162, -3.7623, 0.4292)  -0.03
C (-2.8021, -2.2943, 0.6416)  -0.01
N (-0.9071, 0.4928, 0.4318)  0.00
C (-0.3130, 0.4283, -0.9915)  -0.33
C (-1.4433, -0.4117, -1.8857)  -0.13
O (-2.8391, -0.0306, -1.6265)  -0.18
N (-3.7053, -0.8866, -2.2092)  -0.02
O (-4.8405, -0.5665, -1.8466)  0.02
C (-0.3845, 2.0528, -1.3872)  -0.51
Cl (-1.9702, 2.8785, -0.7100)  0.65
C (-0.4511, 2.4986, -2.9107)  -0.75
C (-0.0353, 4.1222, -2.9826)  -0.15
Cl (0.5421, 1.7475, -4.2230)  0.60
C (1.1408, -0.2668, -1.0995)  -0.67
S (2.5772, 0.9208, -1.5385)  0.75
P (1.3286, -1.7136, -2.3896)  0.91
N (3.1374, -1.8857, -2.5163)  -0.18
O (0.8098, -1.3852, -3.9664)  -0.36
N (1.6799, -0.9921, 0.1238)  -0.04
C (1.1260, -0.6366, 1.4586)  -0.20
C (1.8550, 0.6116, 2.2229)  -0.19
N (2.2863, 0.3119, 3.6572)  -0.13
C (1.9397, 1.5662, 4.4410)  -0.16
H (-1.7485, 5.9635, 2.5106)  0.08
H (-1.6297, 4.1597, 1.8414)  0.03
H (-2.3696, 5.5338, 0.7662)  0.07
H (-4.5641, 5.5297, 1.7445)  0.12
H (-3.9736, 5.0953, 3.5327)  0.11
H (-5.4813, 3.2586, 2.5716)  0.12
H (-4.3549, 3.0004, 1.0302)  0.09
H (-3.9578, 2.1954, 4.1763)  0.13
H (-2.4058, 2.6124, 3.1771)  0.09
H (-4.6607, 0.2591, 2.6859)  0.13
H (-3.3985, 0.6714, 1.2815)  0.08
H (-2.6178, 0.0748, 4.4135)  0.12
H (-2.8396, -1.4224, 3.2912)  0.12
H (-0.7607, 1.1358, 2.9764)  0.11
H (-0.2791, -0.6199, 3.6777)  0.14
H (0.7468, -3.5745, 1.6250)  0.08
H (-0.5142, -6.0197, 1.2919)  0.10
H (-3.1677, -6.2394, 0.5436)  0.10
H (-4.6544, -3.8636, 0.1152)  0.10
H (-3.5260, -1.3564, 0.4948)  0.09
H (-0.3833, 1.3271, 0.8414)  0.10
H (-1.2780, -0.1765, -3.0437)  0.13
H (-1.4142, -1.5842, -1.6628)  0.13
H (0.4544, 2.6841, -0.8169)  0.11
H (-1.5927, 2.4866, -3.2653)  0.12
H (-0.3587, 4.7337, -2.0492)  0.07
H (-0.3305, 4.5811, -4.0181)  0.10
H (1.1589, 4.1066, -2.9682)  0.09
H (2.5465, 1.8524, -0.4512)  -0.07
H (3.5836, -1.7887, -1.5795)  0.03
H (3.5215, -1.2233, -3.2245)  0.04
H (0.4783, -2.2423, -4.4026)  0.11
H (1.5909, -2.0531, 0.0583)  0.13
H (2.7348, -0.8506, 0.1953)  0.14
H (1.3655, -1.5697, 2.1701)  0.17
H (1.2425, 1.6069, 2.2637)  0.11
H (2.8417, 0.8586, 1.5987)  0.12
H (3.3315, 0.2105, 3.6219)  0.11
H (2.3593, 1.4336, 5.5383)  0.11
H (2.3853, 2.5481, 3.9424)  0.10
H (0.7745, 1.7514, 4.5420)  0.09
C (7.5711, -4.1729, -4.7073)  -0.27
S (6.4817, -2.7343, -4.8397)  0.81
O (6.6603, -1.9178, -3.5940)  -0.58
C (4.9325, -3.6512, -4.6728)  -0.29
H (8.6068, -3.8283, -4.7496)  0.05
H (7.3993, -4.6867, -3.7584)  0.06
H (7.3828, -4.8526, -5.5419)  0.06
H (4.9196, -4.1962, -3.7257)  0.06
H (4.8263, -4.3473, -5.5083)  0.06
H (4.1045, -2.9381, -4.6904)  0.02

Computed properties:
2S+1: 1
max |F|: 5.048 eV/A
net charge: +1
gap between HOMO and LUMO: 8.16 eV
lowest unoccupied orbital energy: -2.80 eV
molecular weight: 647.70 g mol⁻¹
total energy: -98306.099 eV



Question: Look up the net charge of the third one.
Answer: +1



Question: molecular weight of number 2 (C25H47Cl2N4O15)?
Answer: 714.57 g mol⁻¹